Entry 1:
Formula: C3H6ClFN2
Source: the OMol25 dataset
Level of theory: ωB97M-V/def2-TZVPD

## Properties
F_max (eV/Å): 1.7
SMILES: C/C(=N\N)[C@H](F)Cl
Frontier orbital gap (eV): 10.12
Energy relative to the best compared isomer or geometry (same formula, charge and spin) (kJ/mol): 120.21

The geometry in ORCA input format:
```
! wB97M-V def2-TZVPD RIJCOSX def2/J DEFGRID3
* xyz 0 1
C 0.1371 1.3332 0.1459
C -0.2033 -0.1172 0.0010
N 0.6456 -1.0092 -0.3656
N 1.8968 -0.5971 -0.6923
C -1.5896 -0.7403 0.3405
F -1.5655 -2.0511 0.0211
Cl -2.8976 0.1121 -0.5970
H -0.7684 1.9150 0.3499
H 0.8532 1.5417 0.9500
H 0.5830 1.5699 -0.8222
H 2.4902 -1.4359 -0.6723
H 2.2870 0.0958 -0.0577
H -1.8684 -0.6167 1.3987
*
```

Entry 2:
Formula: C3H6ClFN2O
Source: the OMol25 dataset
Level of theory: ωB97M-V/def2-TZVPD

## Properties
F_max (eV/Å): 1.8
SMILES: C/N=C(\NO)[C@H](F)Cl
Frontier orbital gap (eV): 10.42
Energy relative to the best compared isomer or geometry (same formula, charge and spin) (kJ/mol): 138.86

The geometry in ORCA input format:
```
! wB97M-V def2-TZVPD RIJCOSX def2/J DEFGRID3
* xyz 0 1
C -2.9520 -0.4873 -0.2483
N -1.6486 -0.9773 0.1327
C -0.6748 -0.1577 0.1000
N -0.7409 1.1542 -0.3558
O 0.2801 2.0005 0.0868
C 0.6715 -0.7058 0.4971
F 1.1715 -0.0933 1.5905
Cl 1.8718 -0.5419 -0.8365
H -3.6599 -1.2702 -0.2075
H -3.2855 0.3338 0.4284
H -2.9745 -0.0939 -1.3090
H -1.6304 1.5943 -0.1948
H 0.8423 2.1302 -0.7130
H 0.5612 -1.7800 0.6766
*
```

Entry 3:
Formula: C3H6ClFS
Source: the OMol25 dataset
Level of theory: ωB97M-V/def2-TZVPD

## Properties
F_max (eV/Å): 2.3
SMILES: C[C@H](S)[C@@H](F)Cl
Frontier orbital gap (eV): 10.41
Energy relative to the best compared isomer or geometry (same formula, charge and spin) (kJ/mol): 7.65

The geometry in ORCA input format:
```
! wB97M-V def2-TZVPD RIJCOSX def2/J DEFGRID3
* xyz 0 1
C -0.7146 1.8677 0.1693
C -0.4973 0.4747 -0.3797
S -2.0700 -0.3818 -0.0268
C 0.5598 -0.3365 0.3567
F 0.4745 -1.6612 0.1171
Cl 2.1585 0.2011 -0.1202
H -0.8592 1.9165 1.2448
H 0.1445 2.5043 0.0979
H -1.6042 2.3305 -0.2647
H -0.2235 0.5800 -1.3764
H -1.8358 -1.5537 -0.6000
H 0.4453 -0.1708 1.4393
*
```

Entry 4:
Formula: C3H6ClN
Source: the OMol25 dataset
Level of theory: ωB97M-V/def2-TZVPD

## Properties
F_max (eV/Å): 3.9
SMILES: ClC1CNC1
Frontier orbital gap (eV): 10.23
Energy relative to the best compared isomer or geometry (same formula, charge and spin) (kJ/mol): 78.35

The geometry in ORCA input format:
```
! wB97M-V def2-TZVPD RIJCOSX def2/J DEFGRID3
* xyz 0 1
Cl 0.6012 -1.0989 -1.0473
C 0.3364 -0.2192 0.4614
C -1.1197 -0.1027 0.9544
N -0.9961 1.3737 0.4002
C 0.4538 1.2449 0.2009
H 0.9682 -0.6932 1.2624
H -1.0714 -0.1230 2.0214
H -1.8333 -0.7816 0.5690
H -1.1781 2.0113 1.1718
H 0.8337 1.4746 -0.7993
H 1.0101 1.6380 1.0778
*
```

Entry 5:
Formula: C3H6ClN2
Source: the OMol25 dataset
Level of theory: ωB97M-V/def2-TZVPD

## Properties
F_max (eV/Å): 4.6
Frontier orbital gap (eV): 7.39
Energy relative to the best compared isomer or geometry (same formula, charge and spin) (kJ/mol): 283.78

The geometry in ORCA input format:
```
! wB97M-V def2-TZVPD RIJCOSX def2/J DEFGRID3
* xyz 1 1
C -0.0141 -1.1524 0.1227
C -0.6374 1.1814 -0.1671
C 1.9956 0.1082 0.3827
N 1.3574 -0.9347 0.0473
N -0.8994 -0.1126 -0.0182
Cl 3.6305 0.2044 -0.1191
H -0.3220 -2.2134 -0.0294
H -1.4672 1.6954 -0.5920
H 0.4282 1.5779 -0.1406
H 1.6569 0.7678 1.2102
H 1.8122 -1.7353 -0.3230
H -1.7801 -0.5075 -0.0483
*
```

Entry 6:
Formula: C3H6ClN2O2
Source: the OMol25 dataset
Level of theory: ωB97M-V/def2-TZVPD

## Properties
F_max (eV/Å): 3.2
Frontier orbital gap (eV): 8.16
Energy relative to the best compared isomer or geometry (same formula, charge and spin) (kJ/mol): 626.91

The geometry in ORCA input format:
```
! wB97M-V def2-TZVPD RIJCOSX def2/J DEFGRID3
* xyz 1 1
C -2.3010 0.5419 0.1437
C -1.2715 1.1456 0.2791
C -3.3880 -0.3797 -0.0835
N 2.8584 -0.4664 -0.0061
N 1.6477 -0.3107 0.3914
O 3.1843 0.5288 -0.8377
O 3.6602 -1.2658 0.2872
Cl 0.0586 2.1251 0.6387
H -2.9067 -1.4456 -0.2536
H -3.7681 -0.0680 -1.0463
H -4.0809 -0.5772 0.7160
H 1.1980 -0.9831 0.9738
H 1.1484 0.6784 0.1947
H 3.9607 0.4767 -1.3973
*
```

Entry 7:
Formula: C3H6ClN2S
Source: the OMol25 dataset
Level of theory: ωB97M-V/def2-TZVPD

## Properties
F_max (eV/Å): 3.5
Frontier orbital gap (eV): 7.88
Energy relative to the best compared isomer or geometry (same formula, charge and spin) (kJ/mol): 273.50

The geometry in ORCA input format:
```
! wB97M-V def2-TZVPD RIJCOSX def2/J DEFGRID3
* xyz 1 1
C -0.0248 -0.5163 0.0665
C 1.2478 2.5180 -0.3226
C -0.8371 -1.6057 0.7507
N -0.4864 -0.2412 -1.2144
N 0.8867 0.2402 0.5931
S 2.3278 2.6110 -1.3859
Cl 0.0424 3.1455 0.4989
H -0.3047 -2.4350 1.3823
H -1.3440 -2.1443 -0.0484
H -1.5865 -1.0621 1.3520
H -1.2463 -0.9157 -1.4792
H 0.1644 0.1895 -1.8094
H 1.1607 0.2162 1.6165
*
```

Entry 8:
Formula: C3H6ClN2S
Source: the OMol25 dataset
Level of theory: ωB97M-V/def2-TZVPD

## Properties
F_max (eV/Å): 7.8
SMILES: C/C(N)=[NH+]/C(=S)Cl
Frontier orbital gap (alpha / beta) (eV): 6.79 / 5.82
Energy relative to the best compared isomer or geometry (same formula, charge and spin) (kJ/mol): 382.09

The geometry in ORCA input format:
```
! wB97M-V def2-TZVPD RIJCOSX def2/J DEFGRID3
* xyz 1 1
C 0.7557 0.5367 0.3470
C -0.3388 -0.1502 -0.4109
N -0.9260 -1.2044 0.1677
N -0.7845 0.2758 -1.6108
C -1.6055 -0.2141 -2.5062
S -1.5346 0.9925 -4.3411
Cl -2.4505 -1.6467 -2.5025
H 1.6628 -0.2649 0.3714
H 0.5928 0.7795 1.4681
H 0.9014 1.5658 -0.1135
H -0.8237 -1.4368 1.1290
H -1.7669 -1.6682 -0.1293
H -0.3438 1.1355 -1.7880
*
```

Entry 9:
Formula: C3H6ClN4O2
Source: the OMol25 dataset
Level of theory: ωB97M-V/def2-TZVPD

## Properties
F_max (eV/Å): 4.2
SMILES: [H]/N=C(\Cl)[C@@H](C(N)=[NH2+])[N+](=O)[O-]
Frontier orbital gap (eV): 10.67
Energy relative to the best compared isomer or geometry (same formula, charge and spin) (kJ/mol): 25.96

The geometry in ORCA input format:
```
! wB97M-V def2-TZVPD RIJCOSX def2/J DEFGRID3
* xyz 1 1
H -2.1003 1.8608 1.9170
N -1.6448 1.1782 1.3500
C -2.1326 0.8470 0.2690
Cl -3.4272 1.0980 -0.6520
C -1.2058 -0.5387 -0.5659
C 0.2145 -0.4051 -0.2831
N 0.6490 -0.3980 0.9113
N 1.0887 -0.1451 -1.2552
N -1.8981 -1.5963 0.1620
O -2.7810 -2.1182 -0.4648
O -1.5640 -1.8975 1.2816
H -1.4246 -0.6681 -1.6663
H 0.0534 -0.3824 1.7443
H 1.6227 -0.5235 1.1876
H 0.9966 -0.2154 -2.2806
H 2.0060 -0.0760 -0.9150
*
```

Entry 10:
Formula: C3H6ClN5
Source: the OMol25 dataset
Level of theory: ωB97M-V/def2-TZVPD

## Properties
F_max (eV/Å): 3.8
Frontier orbital gap (alpha / beta) (eV): 7.79 / 7.79

The geometry in ORCA input format:
```
! wB97M-V def2-TZVPD RIJCOSX def2/J DEFGRID3
* xyz 0 1
C -0.9800 -1.5738 0.2926
C -1.0176 -0.0596 0.1952
C -0.0299 -2.0534 -0.6035
N 0.8147 -2.1204 -1.3762
N 0.0823 0.5576 -0.2044
N 1.2946 0.2185 -0.0450
N -0.0055 1.7407 -0.9266
N 1.5854 -0.6050 1.0110
Cl -0.5372 -2.3558 2.0297
H -2.0114 -2.0414 0.1996
H -2.0065 0.3274 0.2403
H 0.9429 2.0393 -1.1902
H -0.6207 2.4081 -0.5195
H 2.3999 -1.1171 0.8468
H 1.0544 -0.6530 1.8279
*
```

Entry 11:
Formula: C3H6ClNO2S
Source: the OMol25 dataset
Level of theory: ωB97M-V/def2-TZVPD

## Properties
F_max (eV/Å): 4.2
Frontier orbital gap (alpha / beta) (eV): 8.17 / 8.17
Energy relative to the best compared isomer or geometry (same formula, charge and spin) (kJ/mol): 296.77

The geometry in ORCA input format:
```
! wB97M-V def2-TZVPD RIJCOSX def2/J DEFGRID3
* xyz 0 1
C -1.5992 -0.4961 -1.2588
C -0.4497 0.1579 -1.1536
C -0.5736 -0.3685 1.7422
N 0.0968 0.6865 -0.0196
O 2.1614 1.2348 1.2628
O 2.1102 1.5389 -1.1861
S 1.7093 0.8236 -0.0221
Cl 2.3770 -1.0902 -0.2828
H -1.9651 -0.8085 -2.2185
H -2.2048 -0.7454 -0.4049
H 0.1557 0.3556 -2.0324
H 0.2169 -0.0057 2.3743
H -1.5370 0.0910 1.8257
H -0.4980 -1.3739 1.3739
*
```

Entry 12:
Formula: C3H6ClNO2S
Source: the OMol25 dataset
Level of theory: ωB97M-V/def2-TZVPD

## Properties
F_max (eV/Å): 2.2
Frontier orbital gap (alpha / beta) (eV): 9.15 / 9.15
Energy relative to the best compared isomer or geometry (same formula, charge and spin) (kJ/mol): 235.54

The geometry in ORCA input format:
```
! wB97M-V def2-TZVPD RIJCOSX def2/J DEFGRID3
* xyz 0 1
C 0.5558 0.6504 2.9173
C 0.9314 -0.1736 1.9459
C -1.3554 0.6769 -2.5762
N 0.0388 -0.5745 0.9945
O -0.5597 -1.9034 -1.0133
O 1.8458 -1.5327 -0.5685
S 0.4751 -1.2381 -0.2906
Cl 0.2731 0.6832 -1.8092
H 1.2203 0.9113 3.7188
H -0.4396 1.0578 2.9417
H 1.9274 -0.6006 1.9021
H -1.2040 0.9170 -3.6270
H -1.7628 -0.3174 -2.4465
H -1.9464 1.4434 -2.0889
*
```